1.
10
Properties=species:S:1:pos:R:3 method="wB97M-V/def2-TZVPD" total_charge=0 multiplicity=1 e_homo_ev=-10.496 orbital_gap_ev=10.93 e_lumo_ev=0.435
F 2.29 -0.77 0.49
H 0.65 1.41 -0.61
C 1.11 -0.58 -0.10
H -1.20 -1.54 -0.75
O 0.92 2.41 -0.38
O 0.21 -1.27 0.60
C -1.09 -1.01 0.10
H -1.32 0.06 0.13
H 0.15 2.85 -0.18
H -1.74 -1.55 0.70

---

2.
10
Properties=species:S:1:pos:R:3 method="wB97M-V/def2-TZVPD" total_charge=0 multiplicity=1 e_homo_ev=-8.327 orbital_gap_ev=8.80 e_lumo_ev=0.468
C -0.33 -0.92 0.56
O -1.48 -0.75 -0.06
F 0.49 -1.88 -0.13
H -1.29 -0.59 -1.05
O 0.21 1.82 0.14
H -0.48 2.12 -0.58
H 0.95 0.16 -1.10
H 1.56 0.45 0.63
H -0.44 -1.05 1.62
C 0.81 0.64 -0.04

---

Of the structures shown above, 1 is the least stable.